Record 1
14
Properties=species:S:1:pos:R:3:forces:R:3:mulliken_charge:R:1 method="wB97M-V/def2-TZVPD" homo_lumo_gap_ev="10.112 / 5.227" e_homo_ev="-15.00 / -14.78" total_charge=+1 relative_energy_ev=0.532 spin_multiplicity=2 s2=0.757
O -0.19256 1.39893 1.01657 -1.1820 -1.9903 -0.6110 -0.20
C -0.84151 0.36834 0.62052 -3.3145 4.3653 -0.2218 0.55
N -2.20175 0.50444 0.34969 3.1376 1.8834 1.3712 -0.33
C -0.17192 -0.92286 0.41694 3.2812 -1.4462 -1.6523 -0.35
N 1.30330 -0.88190 0.15681 -3.4571 0.3786 -2.0192 -0.29
C 1.73746 0.00135 -0.86502 1.1977 -0.7249 3.3202 0.60
O 0.73198 0.44055 -1.60354 1.4724 1.5506 -1.6466 -0.45
O 2.87420 0.39176 -0.81339 -0.6027 0.0644 -1.1354 -0.48
H -2.78942 -0.28057 0.31990 -0.5448 -1.5298 -0.2704 0.26
H -2.70113 1.37114 0.64299 0.8756 -0.7920 -0.3381 0.30
H -0.64598 -1.39735 -0.51565 0.2103 0.2692 1.8588 0.38
H -0.20256 -1.33853 1.41794 -0.7879 -1.0539 -0.0516 0.37
H 1.85148 -0.81029 0.96123 1.2058 -0.0644 1.2629 0.29
H 1.24840 1.15497 -2.10503 -1.4915 -0.9099 0.1333 0.37

***

Record 2
15
Properties=species:S:1:pos:R:3:forces:R:3:mulliken_charge:R:1 method="wB97M-V/def2-TZVPD" homo_lumo_gap_ev=8.256 e_homo_ev=-4.61 total_charge=-1 relative_energy_ev=0.544 smiles="O=C1NCCN[P@]1(=O)[O-]"
O 1.99760 -2.17256 0.30237 -0.5414 -0.2697 -0.4366 -0.59
C 1.15598 -1.36042 -0.00597 0.3403 2.7918 0.8869 0.30
N -0.19656 -1.47833 0.07018 0.0821 -0.6402 -0.5685 -0.14
C -1.01856 -0.45390 -0.48648 -3.4978 0.4209 -2.4080 -0.74
C -1.19023 0.75107 0.42268 -1.6091 -0.5670 0.4610 -0.37
N -0.07764 1.57637 0.04368 1.3956 -1.1052 0.5753 -0.60
P 1.49607 0.62267 -0.19972 1.3398 0.8928 -1.1347 0.80
O 2.37335 1.00907 0.94148 -0.4457 -0.2354 0.4067 -0.76
O 1.95706 0.92289 -1.59921 -0.7350 -0.6455 0.5184 -0.75
H -0.61202 -2.37609 0.17783 -0.1552 -0.7638 0.1618 0.26
H -2.05711 -0.89780 -0.92376 2.3146 0.7148 1.3572 0.33
H -0.60085 0.10178 -1.37839 -0.0397 -1.4110 0.3808 0.41
H -2.16001 1.30410 0.24179 0.7325 -0.6107 0.0489 0.29
H -1.21440 0.40682 1.50135 0.1423 0.3471 -0.8441 0.27
H 0.14733 2.04433 0.89218 0.6767 1.0812 0.5948 0.30

***

Record 3
13
Properties=species:S:1:pos:R:3:forces:R:3:mulliken_charge:R:1 method="wB97M-V/def2-TZVPD" homo_lumo_gap_ev=9.068 e_homo_ev=-9.11 total_charge=0 relative_energy_ev=5.459
C -0.40928 -0.67489 2.03038 2.1782 2.0980 3.1485 -0.68
N -1.56500 -0.72789 1.18541 0.0234 -1.0166 -1.7011 0.01
N -1.39799 -0.98921 -0.11950 0.9981 -1.5859 -0.6229 -0.41
C -0.27535 -1.07013 -0.88502 -5.3083 1.5733 0.7074 -0.21
C 0.79912 -0.02885 -0.78811 2.7232 -1.7549 -2.5937 0.53
O 1.95017 -0.22513 -1.24254 -2.8331 0.5293 1.5141 -0.55
S 0.55058 1.67491 -0.37952 -2.3116 1.6229 0.8091 -0.22
H -0.22088 0.50019 2.41682 -0.4310 -3.0996 -1.0174 0.21
H 0.62450 -0.93764 1.47934 -2.6118 0.1196 1.1409 0.28
H -0.56767 -1.29514 3.04453 0.4291 1.2105 -2.4834 0.27
H -2.43504 -1.26081 1.43629 1.5501 1.0287 0.3113 0.30
H -0.83949 -1.46646 -1.85915 2.8267 1.0138 1.3541 0.29
H -0.91804 2.12526 -0.11016 2.7670 -1.7391 -0.5668 0.18

***

Record 4
13
Properties=species:S:1:pos:R:3:forces:R:3:mulliken_charge:R:1 method="wB97M-V/def2-TZVPD" homo_lumo_gap_ev=7.141 e_homo_ev=-6.56 total_charge=0 relative_energy_ev=5.251
C 1.32523 -1.07045 0.42192 1.6110 0.2369 -0.1411 0.53
C -0.77520 2.46480 -0.42304 -0.5788 -0.4427 -0.2284 -0.24
C -0.04265 -1.34549 0.55023 -2.3205 -3.5309 0.7822 -0.80
N 2.46911 -0.87698 0.32158 -2.0916 -0.4273 0.1061 -0.03
N -1.03628 1.27540 -0.81200 1.2701 1.5152 1.4786 -0.45
O 4.22602 0.80461 -0.16430 0.5291 3.9447 -0.7450 -0.53
S 4.04390 -0.58881 0.09617 1.2448 -3.5208 0.5626 0.17
H 0.00038 2.51977 0.28894 1.1506 0.4996 0.7006 0.24
H -1.27561 3.44082 -0.66853 0.1295 -1.1517 -0.1121 0.23
H -0.62564 -0.45305 0.34459 -0.0630 0.0795 0.0358 0.21
H -0.28705 -1.84046 1.57198 0.4007 1.2686 -1.2948 0.26
H -0.39643 -2.20765 -0.16270 0.7655 1.7543 0.7682 0.25
H -1.82919 1.30709 -1.36450 -2.0474 -0.2253 -1.9128 0.18